1.
DFT (ωB97M-V/def2-TZVPD) results for a structure of composition C11H27ClCrIN2P2.

Each line ends with the Löwdin charge.
Cartesian coordinates (Å):
C  -0.3291  -0.0021  -2.7837  -0.221
I  -2.5418  -0.2661  -1.3958  1.039
H  0.7527  -0.0165  -2.4988  -0.026
H  -0.5640  0.8711  -3.3828  0.028
H  -0.5039  -0.8631  -3.4068  0.024
Cr  -0.1362  -0.0180  -0.6200  -0.246
P  -0.0190  2.4451  -0.4887  0.733
C  -1.5140  3.4426  -0.2164  -0.233
C  1.1708  3.0510  0.7440  -0.228
H  1.3163  4.1223  0.5431  0.075
H  0.7825  4.1408  -1.9570  0.072
H  2.1090  2.4908  0.6058  0.042
H  1.6348  2.5759  -2.2141  0.049
H  -1.8913  3.2654  0.8006  0.056
H  0.7749  2.9065  1.7571  0.052
C  0.6603  3.0528  -2.0581  -0.243
H  -1.2525  4.5129  -0.3248  0.076
H  -0.0066  2.8301  -2.9025  0.049
H  -2.2987  3.1703  -0.9379  0.045
P  0.0337  -2.4175  -0.1175  0.710
C  -1.4232  -3.4107  0.2977  -0.247
C  0.7170  -3.2101  -1.6025  -0.233
H  2.1546  -2.2257  0.9520  0.038
H  1.4267  -3.8718  1.1278  0.074
H  0.8430  -2.5204  2.1546  0.054
C  1.2423  -2.7943  1.1736  -0.228
H  1.6673  -2.7298  -1.8327  0.041
H  0.8711  -4.2645  -1.3631  0.069
H  -1.1206  -4.4660  0.3701  0.074
H  -2.2120  -3.2914  -0.4538  0.028
H  0.0330  -3.1121  -2.4490  0.055
H  -1.8188  -3.0968  1.2683  0.055
Cl  2.0861  -0.0150  -0.8500  0.261
C  1.5847  0.2499  2.5475  -0.019
C  0.1042  0.2348  2.5495  -0.395
N  -0.7239  0.1409  1.5120  -0.036
C  -2.0191  0.1321  2.0559  -0.147
C  -1.9469  0.2349  3.4178  -0.025
N  -0.5947  0.2994  3.6974  0.134
H  1.9440  -0.5642  3.1765  0.101
H  1.9707  0.1390  1.5225  -0.001
H  1.9197  1.1937  2.9752  0.098
H  -2.9437  0.0474  1.5057  0.069
H  -2.6979  0.2428  4.2068  0.141
H  -0.1494  0.3910  4.6071  0.188

Calculated values
Spin multiplicity = 4
Gap between HOMO and LUMO (alpha / beta) = 5.2 / 5.6 eV
<S²> = 3.82
Total charge = +2

***

2.
DFT (ωB97M-V/def2-TZVPD) results for the ion C7H14FN2 with charge +1.

Each line ends with the Löwdin charge.
Cartesian coordinates (Å):
C  2.5275  -1.5117  -0.0830  -0.018
C  1.6764  -0.2967  -0.1998  -0.365
C  2.3330  1.0173  0.1362  -0.013
N  0.4778  -0.4442  -0.6072  0.123
C  -0.4363  0.6535  -0.5919  -0.295
C  -1.7458  0.2686  -1.2732  -0.095
C  -2.2865  -0.7951  -0.3103  -0.095
C  -2.0948  -0.1567  1.0465  -0.254
F  -1.7434  -0.9971  2.0573  0.069
N  -0.9404  0.8515  0.8436  0.188
H  1.9471  -2.4067  -0.2745  0.087
H  2.9781  -1.5486  0.9101  0.098
H  3.3427  -1.4679  -0.8069  0.100
H  3.3962  0.9509  -0.0767  0.094
H  2.2507  1.2521  1.2009  0.096
H  1.9258  1.8422  -0.4418  0.077
H  -0.0609  1.6110  -0.9612  0.150
H  -1.5679  -0.1213  -2.2677  0.135
H  -2.4168  1.1300  -1.2879  0.129
H  -1.6938  -1.7034  -0.3752  0.127
H  -3.3231  -1.0712  -0.4763  0.133
H  -2.9640  0.4250  1.3547  0.169
H  -0.2277  0.7373  1.5654  0.178
H  -1.3539  1.7811  0.9187  0.183

Calculated values
SMILES string = CC(C)=N[C@H]1CC[C@@H](F)[NH2+]1
Gap between HOMO and LUMO = 10.6 eV
Total charge = +1

***

3.
DFT (ωB97M-V/def2-TZVPD) results for an isolated molecule of C3H5NO2.

Each line ends with the Löwdin charge.
Cartesian coordinates (Å):
O  2.0667  -0.8762  0.2180  0.088
C  0.8979  -0.5777  0.2418  -0.451
N  -0.2615  -1.2918  0.1119  0.092
C  -1.1217  -0.1220  -0.0762  -0.096
C  0.1068  0.7476  0.3142  -0.270
O  0.4935  1.7743  -0.5473  0.005
H  -0.3879  -2.2591  -0.1509  0.145
H  -1.9861  -0.0834  0.5921  0.110
H  -1.4242  0.0508  -1.1139  0.119
H  0.0286  1.1405  1.3335  0.153
H  1.2156  1.4545  -1.1034  0.104

Calculated values
SMILES string = O=C1NC[C@@H]1O
Gap between HOMO and LUMO = 10.9 eV
Total charge = 0

***

> What is the total charge in the third record?

0